Entry 1:
Computed, not measured: a cluster of 11 separate species, C30H82O9 in total, with ωB97M-V with the def2-TZVPD basis set.

Geometry as XYZ:
```
121
Properties=species:S:1:pos:R:3:forces:R:3
C -122.10111 -93.23582 -157.79690 -5.7 2.7 -1.9
C -122.38623 -93.04286 -159.43184 0.6 0.6 3.8
C -122.87926 -94.33133 -159.99192 -0.4 -1.6 1.4
C -121.82936 -95.31283 -160.32285 1.7 0.2 -5.4
C -122.26035 -96.74195 -160.80853 -3.3 3.9 -1.9
C -121.18528 -97.62530 -161.17770 5.1 3.8 1.2
H -121.90897 -92.30165 -157.22408 0.4 -0.6 -0.7
H -121.45782 -93.99603 -157.61235 2.0 -2.3 0.8
H -123.22039 -93.50142 -157.44986 2.6 0.1 -0.4
H -121.42344 -92.73216 -159.86061 -0.7 0.4 -0.3
H -123.23934 -92.32224 -159.43686 1.2 0.0 -0.5
H -123.34506 -94.06081 -160.92779 -1.4 -0.5 0.0
H -123.36350 -94.94967 -159.12564 -0.8 1.5 -1.8
H -121.25384 -95.46005 -159.48817 2.1 -0.2 2.0
H -121.17926 -94.78973 -161.24454 -1.0 -1.5 2.4
H -123.02550 -96.55725 -161.69393 1.5 -0.4 1.3
H -122.92744 -97.04823 -160.06338 -0.8 -1.2 1.4
H -120.60427 -97.10973 -162.05114 -0.6 -0.9 1.6
H -121.41280 -98.53490 -161.50354 -1.3 -3.9 -1.1
H -120.45550 -97.71044 -160.24294 -1.1 0.0 -2.0
C -126.62143 -97.97014 -164.37096 -2.2 -2.6 -0.1
C -125.73723 -98.10685 -163.18596 2.0 2.6 -0.7
C -124.96622 -99.37770 -163.19608 -2.3 -0.6 -1.2
C -124.16181 -99.54948 -164.53251 -3.3 -4.6 2.1
C -123.20656 -100.80765 -164.43020 -3.0 0.3 -3.8
C -122.24075 -100.59703 -165.58358 2.4 0.1 2.9
H -126.02033 -97.67747 -165.20098 -0.2 -0.5 -1.2
H -127.39273 -97.31268 -164.27449 -1.4 3.2 0.6
H -127.56379 -98.82601 -164.51111 3.6 1.0 -0.1
H -126.20218 -97.97519 -162.28797 -2.1 -0.4 2.5
H -125.05672 -97.16179 -162.98080 -0.6 -1.4 -1.5
H -125.94006 -100.09134 -163.13527 2.9 0.5 0.1
H -124.38662 -99.28783 -162.29615 0.6 -1.1 0.4
H -123.54772 -98.75011 -164.68458 1.5 2.4 -0.6
H -124.95160 -99.67407 -165.33686 1.3 0.2 0.6
H -123.65763 -101.89761 -164.45234 0.5 2.4 0.1
H -122.65937 -100.66078 -163.59770 1.7 0.0 3.2
H -121.54373 -99.71250 -165.39795 -0.6 -1.2 0.2
H -122.61062 -100.34959 -166.49766 -1.6 0.1 -2.7
H -121.68238 -101.51068 -165.57206 1.0 -0.3 -0.8
C -122.34515 -91.83294 -163.46393 6.2 -4.2 3.7
C -121.19973 -91.03319 -163.91724 -0.4 2.4 2.2
O -121.37570 -89.69890 -163.40770 -1.6 -0.2 0.0
H -123.22692 -91.72993 -163.85787 -4.7 1.1 -2.8
H -122.49697 -91.75637 -162.30218 0.7 -0.5 -2.1
H -121.87353 -92.86844 -163.81002 -1.8 1.2 1.3
H -121.01915 -90.93466 -164.90136 -1.0 0.1 -4.3
H -120.16663 -91.24397 -163.74200 0.6 -1.6 1.8
H -120.50817 -89.38255 -163.43862 1.8 1.6 0.3
C -126.28455 -93.85739 -157.75479 -7.4 -5.1 0.0
C -127.27540 -94.15659 -156.53830 0.3 0.9 -1.0
O -127.28771 -95.64066 -156.38040 -1.0 1.9 0.9
H -126.80107 -94.67685 -158.44504 1.6 1.9 0.4
H -125.37166 -94.14644 -157.55810 4.8 -1.6 1.2
H -126.29537 -92.94253 -158.16224 -0.5 3.4 -1.3
H -128.35419 -93.82677 -156.82182 2.0 -0.3 0.7
H -126.82166 -93.53860 -155.69910 -1.1 -1.3 -0.2
H -128.11950 -95.89137 -155.89033 1.4 0.4 -0.7
C -117.99906 -95.85811 -158.73563 -0.1 0.4 -0.7
C -118.66311 -96.95158 -157.86481 -0.8 2.0 1.2
O -118.16762 -98.22974 -158.24189 -1.4 -0.8 1.2
H -118.25222 -96.07537 -159.82432 0.2 0.5 1.2
H -116.86796 -95.87415 -158.66312 -1.3 0.0 0.1
H -118.39319 -94.80246 -158.46641 0.7 -1.8 -0.4
H -119.85774 -96.82029 -158.01604 2.6 -0.6 0.6
H -118.34429 -96.74447 -156.74788 -1.0 -0.4 -1.9
H -118.63031 -98.86986 -157.62395 1.0 0.9 -1.3
C -116.95515 -94.20440 -163.74190 -2.1 3.3 -4.3
C -117.61788 -95.14279 -162.89599 -2.3 -2.0 2.4
O -117.12756 -96.40783 -163.31775 -0.5 -0.6 1.5
H -115.95552 -94.57511 -163.85688 0.8 0.7 0.1
H -117.15268 -93.12455 -163.40947 0.9 -1.4 -0.5
H -117.42505 -94.25824 -164.90535 1.2 0.1 3.0
H -118.76241 -95.15962 -162.79800 1.1 0.3 -1.0
H -117.40797 -94.94290 -161.82186 0.6 -0.2 -0.4
H -117.16196 -96.95980 -162.50272 0.1 -0.1 -0.8
C -124.02162 -88.67322 -159.26641 2.9 -0.6 -0.1
C -123.60140 -89.34309 -160.66614 -0.4 -1.0 6.8
O -122.23134 -89.44225 -160.68029 1.4 -1.0 -3.3
H -123.77040 -87.66253 -158.98508 0.2 0.9 -1.2
H -123.42184 -89.12158 -158.39455 -1.1 -0.5 -1.4
H -125.04287 -88.74900 -159.12558 -2.1 -0.5 0.5
H -123.88945 -88.98512 -161.52192 -2.1 3.5 -4.5
H -124.23065 -90.24826 -160.67353 0.8 -0.9 0.4
H -122.06101 -89.51337 -161.71156 0.6 0.1 2.8
C -125.19480 -99.22299 -159.21980 -0.4 2.5 -2.7
C -125.47558 -97.72281 -158.90645 -0.2 -0.6 -1.7
O -126.26629 -97.85002 -157.77540 -3.2 4.1 0.7
H -126.08741 -99.83759 -159.31175 -0.2 0.4 0.0
H -124.74977 -99.34457 -158.31801 2.0 -2.0 2.4
H -124.57537 -99.29941 -160.12484 0.2 -0.4 0.6
H -125.90207 -97.12922 -159.83007 0.5 -0.8 1.8
H -124.64714 -97.20467 -158.40653 1.0 0.0 -1.6
H -126.56546 -96.84349 -157.65030 0.4 -3.3 0.7
C -123.37887 -94.01673 -154.51741 -1.0 0.9 -0.8
C -124.25930 -94.26924 -153.32636 2.1 -5.8 -3.6
O -123.70190 -95.46755 -152.67352 -1.5 -1.2 1.6
H -123.54509 -94.76200 -155.32416 0.1 0.6 0.5
H -122.42840 -94.16576 -154.06069 1.2 -0.1 -0.3
H -123.40551 -92.94143 -154.91371 -0.2 -1.6 0.5
H -125.26492 -94.24498 -153.31241 -3.9 -1.0 -1.5
H -124.14508 -93.67407 -152.63400 2.1 7.2 6.4
H -124.15875 -95.68688 -151.77204 1.0 0.9 -2.7
C -118.68578 -92.30127 -160.40076 -2.9 -2.3 -0.8
C -118.34541 -91.86957 -158.97546 -0.4 -1.9 -1.4
O -118.29625 -90.55028 -158.93477 -1.8 6.0 0.6
H -119.69862 -91.91615 -160.81304 1.0 -0.5 1.4
H -118.77108 -93.44975 -160.53081 0.4 1.8 0.1
H -118.10149 -91.87223 -161.19204 1.3 0.0 0.2
H -117.35461 -91.99720 -158.72291 2.4 -2.4 0.3
H -118.95616 -92.13936 -158.12915 -0.6 -1.5 -0.1
H -119.17380 -90.28865 -158.61324 0.5 0.8 -0.5
C -117.66855 -99.66203 -162.78911 -0.1 4.0 0.7
C -117.82002 -99.53191 -161.25556 1.9 1.0 -0.4
O -117.29411 -98.20049 -160.99491 0.2 -1.4 -6.6
H -116.54488 -99.33083 -163.14229 -3.1 -0.8 1.0
H -118.49609 -98.91607 -163.11267 1.7 -1.2 -0.5
H -117.89142 -100.62584 -163.09238 -0.4 -1.9 -0.9
H -117.19472 -100.33899 -160.86467 0.0 0.3 0.8
H -118.76790 -99.45287 -160.73013 -0.6 -1.0 -0.8
H -117.22910 -98.03514 -160.14246 0.3 0.9 6.5
```
Positions in Å, forces in eV/Å.

Its charge is 0. The LUMO energy comes out at 0.443 eV. For the gap between HOMO and LUMO, the calculation gives 9.93 eV. As for the SMILES: CCCCCC.CCCCCC.CCO.CCO.CCO.CCO.CCO.CCO.CCO.CCO.CCO.

=====

Entry 2:
Computed, not measured: a structure of composition C30H48AsCl2N2OPSSbSi2Tc, with ωB97M-V with the def2-TZVPD basis set.

Geometry as XYZ:
```
90
Properties=species:S:1:pos:R:3:forces:R:3
Tc 0.04386 0.11108 0.09464 0.0 0.1 0.1
Cl -0.05268 5.05334 0.95698 0.0 0.0 0.0
C 1.22999 4.14430 0.24055 0.0 -0.1 0.0
C 2.44857 4.79085 -0.02509 0.0 0.0 0.0
C 3.50598 4.10053 -0.54111 0.0 0.0 0.0
Cl 5.00845 4.91281 -0.82393 0.0 0.0 0.0
C 3.39267 2.71722 -0.82147 0.0 0.0 0.0
C 4.42525 1.91872 -1.35244 0.0 0.0 0.0
C 4.21081 0.58378 -1.56325 0.0 0.0 0.0
C 2.96904 0.03191 -1.23032 0.0 0.0 0.0
N 1.97682 0.74699 -0.73586 -0.2 -0.1 0.0
C 2.16284 2.08852 -0.53993 0.0 0.0 0.0
C 1.04606 2.79825 -0.00695 0.1 0.0 0.0
O -0.07825 2.15382 0.22686 0.0 -0.1 0.0
H 2.54121 5.84468 0.19759 0.0 0.0 0.0
H 5.37789 2.37267 -1.58762 0.0 0.0 0.0
H 4.98188 -0.05187 -1.97351 0.0 0.0 0.0
H 2.78473 -1.02571 -1.37555 0.0 0.0 0.0
S -3.55315 -1.36060 0.93319 0.0 -0.1 0.0
C -4.99263 -1.48897 0.05346 0.0 0.1 0.1
N -5.97196 -1.57036 -0.54885 0.0 0.0 -0.1
C -5.40123 1.97808 0.28061 0.0 0.0 0.0
Si -3.55289 2.23702 0.24899 0.0 0.0 0.0
C -2.97960 3.44092 -1.06624 0.0 0.0 0.0
C -2.93489 2.72563 1.93418 0.0 0.0 0.0
As -2.46615 0.18483 -0.33653 0.2 0.1 0.0
Si -3.06522 -0.29742 -2.61174 -0.1 0.0 0.0
C -1.59714 0.40013 -3.53946 0.0 0.0 0.0
C -3.27447 -2.13546 -2.84727 0.0 0.0 0.0
C -4.63423 0.58633 -3.07652 0.0 0.0 -0.1
H -5.89626 2.93107 0.07776 0.0 0.0 0.0
H -5.71482 1.64757 1.27235 0.0 0.0 0.0
H -5.77291 1.25306 -0.44046 0.0 0.0 -0.1
H -2.80233 4.41086 -0.59749 0.0 0.0 0.0
H -3.71888 3.57720 -1.85619 0.0 0.0 0.0
H -2.03356 3.13914 -1.51877 0.0 0.0 0.0
H -3.49083 3.60648 2.26763 0.0 0.0 0.0
H -1.88031 2.98741 1.87532 0.0 0.0 0.0
H -3.08334 1.94264 2.67933 0.0 0.0 0.0
H -0.64365 0.02758 -3.15838 0.0 0.0 0.0
H -1.58036 1.48998 -3.48086 0.0 0.0 0.0
H -1.66959 0.12726 -4.59541 0.0 0.0 0.0
H -2.46851 -2.73778 -2.43169 0.0 0.0 0.0
H -3.30679 -2.32718 -3.92375 0.0 0.0 0.0
H -4.21779 -2.47574 -2.41926 0.0 0.0 0.0
H -4.55730 1.66741 -2.95778 0.0 0.0 0.0
H -5.49527 0.22441 -2.51437 0.0 0.0 0.0
H -4.82982 0.38410 -4.13381 0.0 0.0 0.0
C -0.24268 1.06642 3.67814 0.0 0.0 0.0
P 0.84466 0.11547 2.57838 0.0 0.0 -0.2
C 1.17005 -1.40130 3.53187 0.0 0.0 0.0
C 2.42240 1.01127 2.60423 0.0 0.0 0.1
C 2.48577 2.36482 2.92841 0.0 0.0 0.0
C 3.69447 3.04488 2.86376 0.0 0.0 0.0
C 4.84818 2.38299 2.47313 0.0 0.0 0.0
C 4.79251 1.03511 2.14245 0.0 0.0 0.0
C 3.58686 0.35540 2.20228 0.0 0.0 0.0
H -0.50436 2.01065 3.20452 0.0 0.0 0.0
H 0.23222 1.25460 4.64182 0.0 0.0 0.0
H -1.16298 0.50262 3.83498 0.0 0.0 0.0
H 1.48015 -1.16285 4.54999 0.0 0.0 0.0
H 1.95609 -1.98227 3.05332 0.0 0.0 0.0
H 0.26409 -2.00773 3.56290 0.0 0.0 0.0
H 1.59692 2.90094 3.23545 0.0 0.0 0.0
H 3.73202 4.09485 3.12262 0.0 0.0 0.0
H 5.78863 2.91582 2.42601 0.0 0.0 0.0
H 5.69099 0.51247 1.84102 0.0 0.0 0.0
H 3.55735 -0.69539 1.93542 0.0 0.0 0.0
C -1.20986 -4.32832 1.46371 0.0 0.0 0.0
C -1.14538 -4.00881 -0.02604 0.0 0.0 0.0
Sb 0.33477 -2.53267 -0.47350 0.0 0.0 0.0
C 2.00621 -3.45565 0.51009 0.0 0.0 0.1
C 2.40483 -4.87114 0.11158 0.0 0.0 -0.1
C 0.60527 -2.81207 -2.58779 0.0 0.0 0.0
C 0.94348 -4.20950 -3.09342 0.0 0.0 0.0
H -2.02711 -5.01881 1.67337 0.0 0.0 0.0
H -1.38679 -3.42930 2.05938 0.0 0.0 0.0
H -0.29082 -4.79504 1.81968 0.0 0.0 0.0
H -2.10239 -3.62166 -0.37409 0.0 0.0 0.0
H -0.91808 -4.90072 -0.61223 0.0 0.0 0.0
H 1.69264 -3.44367 1.55687 0.0 0.0 0.0
H 2.84857 -2.76324 0.43953 0.0 0.0 0.0
H 1.54637 -5.54446 0.09401 0.0 0.0 0.0
H 3.12220 -5.27757 0.82577 0.0 0.0 0.0
H 2.86974 -4.90331 -0.87110 0.0 0.0 0.0
H 1.34189 -2.07766 -2.91976 0.0 0.0 0.0
H -0.34607 -2.47993 -3.00781 0.0 0.0 0.0
H 1.96432 -4.49432 -2.84860 0.0 0.0 0.0
H 0.84539 -4.25048 -4.17907 0.0 0.0 0.0
H 0.27822 -4.96797 -2.67890 0.0 0.0 0.0
```
Positions in Å, forces in eV/Å.

Its charge is +1. The LUMO energy (spin up / spin down) comes out at -2.828 / -3.465 eV. As for the spin multiplicity: 4. For the gap between HOMO and LUMO (spin up / spin down), the calculation gives 6.93 / 6.88 eV. Its expectation value of S² is 3.78.

=====

Entry 3:
Computed, not measured: a cluster of 2 separate species, C5H13N2 in total, with ωB97M-V with the def2-TZVPD basis set.

Geometry as XYZ:
```
20
Properties=species:S:1:pos:R:3:forces:R:3
C 1.38030 0.08496 -0.36515 4.4 0.0 -1.7
C -1.80411 -0.16605 -0.17608 -0.1 1.1 2.0
C 2.32173 0.92250 0.40355 0.1 -0.8 2.5
C 1.80615 -1.06743 -1.10661 3.5 1.3 1.2
C -2.15115 -0.80164 1.12110 -1.2 -1.8 0.5
N -2.30368 1.04034 -0.50235 1.3 -0.2 -0.5
N 0.12789 0.35662 -0.13471 -4.7 1.5 1.4
H 3.09612 1.38003 -0.20208 -0.1 0.2 -0.4
H 2.82812 0.29290 1.14133 0.5 0.0 0.0
H 1.81650 1.64459 1.07253 0.2 0.1 -0.7
H 1.46224 -1.84435 -0.50253 -0.2 -2.2 1.1
H 2.93906 -1.01747 -1.13700 -1.4 -0.6 -0.2
H 1.40322 -1.21542 -2.02491 -1.2 -0.3 -3.1
H -3.28263 -0.85547 1.03516 1.0 0.0 0.7
H -1.82352 -0.51065 2.17481 -0.4 0.6 -1.9
H -1.81203 -1.85412 1.02685 -0.3 0.5 0.2
H -2.67444 1.68167 0.18712 0.2 -0.2 0.2
H -1.77005 1.47322 -1.26058 -1.0 0.1 -0.1
H 0.11655 1.28547 0.24843 -1.3 1.0 -0.6
H -1.67626 -0.82967 -0.99888 0.5 -0.3 -0.6
```
Positions in Å, forces in eV/Å.

Its charge is +1. The LUMO energy (spin up / spin down) comes out at -3.498 / -7.634 eV. As for the spin multiplicity: 3. For the gap between HOMO and LUMO (spin up / spin down), the calculation gives 6.47 / 7.80 eV. Its expectation value of S² is 2.01.

=====

Computed values of relative energy (zero: lowest compared OMol25 entry of this formula, charge and spin) (unit: kJ/mol) for the preceding records, in sequence: 184.15; 21.13; 122.51.
Computed values of largest force on an atom (unit: hartree/bohr) for the preceding records, in sequence: 0.192; 0.004; 0.101.
Computed values of DFT total energy (unit: eV) for the preceding records, in sequence: -50850.768; -167413.641; -8363.504.